C2H14NO3 | ωB97M-V/def2-TZVPD

- Kohn-Sham gap: 0.39883 Eh
- HOMO level: -14.100 eV
- Relative energy (zero: lowest compared OMol25 entry of this formula, charge and spin): 112.2 kJ/mol
- Spin multiplicity: 1
- Net charge: +1

Geometry (Å):
1 C 1.775 -0.716 2.177
2 C 0.525 -0.415 1.361
3 N 0.294 -1.493 0.338
4 H 2.122 0.124 2.788
5 H 1.697 -1.563 2.867
6 H 2.645 -0.897 1.566
7 H -0.314 -0.502 2.099
8 H 0.357 0.553 0.875
9 H 0.831 -2.330 0.609
10 H 0.480 -1.097 -0.589
11 H -0.698 -1.751 0.381
12 H -2.447 0.441 -3.895
13 H -1.966 1.141 -2.637
14 O -2.661 0.557 -2.958
15 H -2.239 -2.534 -1.357
16 H -2.389 -1.157 -1.703
17 O -1.835 -1.687 -1.087
18 H 0.632 4.350 0.209
19 H 2.029 4.683 -0.442
20 O 1.163 4.295 -0.600

---

C2H3O3S2 | ωB97M-V/def2-TZVPD

- Kohn-Sham gap: 0.28856 Eh
- HOMO level: -4.941 eV
- SMILES string: O=C([O-])[C@H](O)SS
- Relative energy (zero: lowest compared OMol25 entry of this formula, charge and spin): 97.6 kJ/mol
- Spin multiplicity: 1
- Net charge: -1

Geometry (Å):
1 C -0.011 -0.034 -1.837
2 C -0.285 -0.152 -0.129
3 O -0.378 1.098 -2.272
4 O 0.434 -1.051 -2.316
5 O -1.210 1.079 0.172
6 S 0.791 -1.049 2.808
7 S 1.203 -0.318 0.849
8 H -0.883 -1.104 0.005
9 H -1.104 1.589 -0.734
10 H 1.444 -0.058 3.454

---

C17H53BO9PS6Si | ωB97M-V/def2-TZVPD

- Kohn-Sham gap: 0.27353 Eh
- HOMO level: -10.135 eV
- Spin multiplicity: 1
- Net charge: +1

Geometry (Å):
1 C 3.412 -0.480 -4.104
2 Si 3.129 -0.263 -2.272
3 C 1.695 0.954 -2.043
4 C 2.669 -1.851 -1.406
5 O 4.465 0.388 -1.447
6 C 4.927 1.640 -1.892
7 C 5.339 2.462 -0.682
8 P 3.937 3.278 0.135
9 B 2.632 4.118 -1.051
10 O 2.944 4.701 -2.217
11 O 1.371 4.170 -0.614
12 H 3.684 0.479 -4.540
13 H 4.141 -1.238 -4.357
14 H 2.449 -0.720 -4.543
15 H 1.853 1.810 -2.693
16 H 0.755 0.469 -2.266
17 H 1.731 1.313 -1.015
18 H 3.500 -2.354 -0.931
19 H 1.937 -1.607 -0.642
20 H 2.161 -2.511 -2.099
21 H 5.828 1.479 -2.483
22 H 4.226 2.163 -2.550
23 H 5.760 1.762 0.032
24 H 6.137 3.157 -0.912
25 H 4.429 4.295 0.962
26 H 3.260 2.362 0.964
27 H 3.708 4.295 -2.657
28 H 1.077 3.307 -0.284
29 C -0.880 0.227 2.079
30 S -0.226 1.891 2.004
31 O 1.274 1.785 2.057
32 C -0.766 2.395 3.631
33 H -0.609 -0.292 1.162
34 H -0.454 -0.298 2.933
35 H -1.965 0.275 2.163
36 H -0.334 1.722 4.374
37 H -1.853 2.373 3.663
38 H -0.419 3.411 3.804
39 C -5.561 3.058 1.008
40 S -3.784 3.240 1.100
41 O -3.424 3.432 2.537
42 C -3.714 4.857 0.319
43 H -5.830 2.118 1.484
44 H -6.040 3.885 1.532
45 H -5.878 3.038 -0.035
46 H -4.316 5.563 0.890
47 H -4.086 4.777 -0.702
48 H -2.676 5.183 0.306
49 C 4.700 -1.554 -8.066
50 S 2.941 -1.184 -8.017
51 O 2.343 -2.041 -6.958
52 C 2.549 -1.939 -9.599
53 H 5.143 -1.201 -7.137
54 H 4.845 -2.630 -8.158
55 H 5.156 -1.034 -8.909
56 H 2.840 -2.989 -9.585
57 H 3.074 -1.407 -10.393
58 H 1.476 -1.857 -9.753
59 C -9.807 2.487 -2.602
60 S -8.022 2.670 -2.553
61 O -7.645 2.857 -1.122
62 C -7.974 4.292 -3.324
63 H -10.061 1.543 -2.124
64 H -10.274 3.311 -2.063
65 H -10.139 2.472 -3.640
66 H -8.566 4.994 -2.736
67 H -8.364 4.221 -4.339
68 H -6.937 4.620 -3.355
69 C 1.776 -4.458 4.341
70 S 0.019 -4.298 4.038
71 O -0.154 -3.788 2.649
72 C -0.222 -2.900 5.144
73 H 2.156 -5.263 3.715
74 H 2.278 -3.525 4.083
75 H 1.927 -4.705 5.393
76 H 0.418 -2.074 4.833
77 H 0.017 -3.203 6.163
78 H -1.267 -2.600 5.085
79 C -0.063 -5.989 8.902
80 S 1.424 -6.757 8.250
81 O 1.995 -5.815 7.246
82 C 0.582 -8.051 7.331
83 H 0.235 -5.118 9.481
84 H -0.709 -5.683 8.079
85 H -0.581 -6.697 9.549
86 H -0.106 -7.603 6.614
87 H 0.044 -8.694 8.026
88 H 1.335 -8.632 6.804

---

C14H35BaF6Hg2NO19S3 | ωB97M-V/def2-TZVPD

- Kohn-Sham gap (spin up / spin down): 0.10839 / 0.18675 Eh
- HOMO level (spin up / spin down): -8.862 / -10.997 eV
- ⟨S²⟩: 0.752
- Spin multiplicity: 2
- Net charge: +1

Geometry (Å):
1 Ba 4.416 -0.076 1.385
2 Hg -1.199 0.783 0.622
3 Hg -0.656 -3.015 -2.464
4 S 1.071 -0.864 -0.457
5 O 0.722 -1.583 -1.693
6 O 0.820 0.599 -0.441
7 O 0.115 -1.256 0.592
8 O 2.491 -1.108 -0.092
9 C -4.914 -2.450 0.115
10 F -5.489 -1.679 1.082
11 F -5.357 -3.731 0.056
12 F -5.145 -1.901 -1.074
13 S -2.993 -2.178 0.205
14 O -2.299 -2.772 -0.970
15 O -2.803 -0.720 0.339
16 O -2.539 -2.830 1.448
17 C -0.816 1.675 -4.074
18 F -1.196 1.344 -5.359
19 F 0.384 1.251 -4.019
20 F -0.896 2.962 -3.915
21 S -1.802 0.515 -2.959
22 O -1.663 0.965 -1.562
23 O -3.187 0.684 -3.317
24 O -1.342 -0.854 -3.218
25 C 0.996 2.769 2.237
26 C -0.034 3.665 1.556
27 O -0.350 3.147 0.278
28 O 0.507 1.431 2.194
29 H 0.921 3.173 3.246
30 H 2.024 2.934 1.913
31 H 0.338 4.685 1.647
32 H -0.974 3.785 2.094
33 H 0.226 3.625 -0.323
34 H 1.144 0.903 2.680
35 C 3.809 -2.298 -2.676
36 C 3.313 -1.322 -3.778
37 O 3.140 -2.134 -4.894
38 O 2.826 -3.171 -2.318
39 H 4.117 -1.741 -1.792
40 H 4.662 -2.925 -2.938
41 H 4.059 -0.595 -4.102
42 H 2.406 -0.792 -3.489
43 H 3.994 -2.548 -5.038
44 H 2.111 -2.612 -2.005
45 C 2.391 -4.711 0.968
46 C 0.910 -4.881 0.652
47 O 0.343 -3.896 -0.185
48 O 3.190 -4.903 -0.119
49 H 2.788 -5.358 1.750
50 H 2.532 -3.703 1.358
51 H 0.234 -4.907 1.507
52 H 0.708 -5.892 0.297
53 H -0.082 -3.272 0.409
54 H 2.897 -4.285 -0.793
55 C 3.829 4.032 -1.097
56 C 2.608 3.089 -1.362
57 O 2.908 1.857 -0.748
58 O 3.959 4.516 0.247
59 H 3.707 5.053 -1.460
60 H 4.788 3.614 -1.404
61 H 2.223 2.946 -2.371
62 H 1.698 3.424 -0.865
63 H 2.032 1.542 -0.513
64 H 4.270 3.832 0.844
65 C -3.138 -0.056 4.689
66 C -2.940 0.301 3.226
67 C -3.191 1.768 2.872
68 O -3.031 1.853 1.407
69 C -3.914 2.834 0.802
70 N -1.695 -0.230 2.825
71 H -2.936 -1.121 4.804
72 H -4.151 0.251 4.950
73 H -2.434 0.517 5.293
74 H -3.649 -0.275 2.630
75 H -2.505 2.426 3.405
76 H -4.224 1.996 3.133
77 H -4.237 2.447 -0.165
78 H -3.324 3.741 0.672
79 H -4.803 3.086 1.380
80 H -0.951 -0.145 3.503
81 H -1.768 -1.234 2.742

---

C4H6NO | ωB97M-V/def2-TZVPD

- Kohn-Sham gap: 0.39139 Eh
- HOMO level: -16.063 eV
- SMILES string: C[N+]1=C[C@@]12CO2
- Relative energy (zero: lowest compared OMol25 entry of this formula, charge and spin): 428.0 kJ/mol
- Spin multiplicity: 1
- Net charge: +1

Geometry (Å):
1 C -1.136 0.536 -0.856
2 C -0.092 1.881 1.318
3 C -0.264 1.248 0.042
4 C 0.467 -1.367 -0.741
5 N -0.144 -0.166 -0.480
6 O 0.609 2.260 0.113
7 H -2.016 0.657 -1.317
8 H -0.808 2.489 1.815
9 H 0.584 1.484 1.961
10 H 1.490 -0.972 -1.134
11 H -0.069 -2.201 -1.402
12 H 0.552 -1.995 0.166

---

C32H48O12P2S | ωB97M-V/def2-TZVPD

- Kohn-Sham gap: 0.29940 Eh
- HOMO level: -8.845 eV
- SMILES string: CCOC(=O)CCCc1cc(S)c2c(c1)C(=O)c1ccccc1C2=O.CCOP(=O)(OCC)OCC.CCOP(=O)(OCC)OCC
- Spin multiplicity: 1
- Net charge: 0

Geometry (Å):
1 C 3.420 -4.834 -1.219
2 C 2.484 -4.566 -2.412
3 O 1.095 -4.561 -2.065
4 C 0.619 -3.328 -1.749
5 O 1.269 -2.616 -1.019
6 C -0.724 -2.944 -2.314
7 C -1.213 -1.565 -1.854
8 C -0.851 -0.441 -2.869
9 C 0.585 -0.035 -2.641
10 C 0.942 0.903 -1.687
11 C 2.277 1.214 -1.456
12 S 2.665 2.390 -0.173
13 C 3.277 0.587 -2.200
14 C 2.891 -0.353 -3.161
15 C 1.570 -0.665 -3.395
16 C 3.941 -1.083 -3.943
17 O 3.689 -1.542 -5.036
18 C 5.259 -1.241 -3.272
19 C 6.050 -2.335 -3.589
20 C 7.288 -2.438 -2.974
21 C 7.709 -1.475 -2.069
22 C 6.893 -0.405 -1.741
23 C 5.654 -0.280 -2.348
24 C 4.734 0.856 -2.027
25 O 5.173 1.924 -1.659
26 H 4.197 -4.069 -1.195
27 H 3.882 -5.816 -1.281
28 H 2.835 -4.730 -0.309
29 H 2.779 -3.670 -2.960
30 H 2.615 -5.390 -3.113
31 H -1.424 -3.691 -1.922
32 H -0.744 -3.055 -3.398
33 H -2.295 -1.549 -1.732
34 H -0.718 -1.290 -0.924
35 H -1.524 0.409 -2.761
36 H -0.944 -0.809 -3.893
37 H 0.170 1.394 -1.108
38 H 2.095 1.779 0.877
39 H 1.293 -1.392 -4.146
40 H 5.704 -3.078 -4.293
41 H 7.920 -3.280 -3.225
42 H 8.682 -1.537 -1.600
43 H 7.219 0.340 -1.028
44 O 0.792 6.720 3.254
45 P 0.391 7.566 2.115
46 O -0.319 8.898 2.674
47 C 0.449 9.819 3.452
48 C 1.430 10.614 2.608
49 O -0.900 6.817 1.481
50 C -1.282 5.508 1.898
51 C -2.347 5.567 2.974
52 O 0.862 8.134 0.682
53 C 2.077 7.606 0.098
54 C 1.965 6.124 -0.196
55 H 0.971 9.285 4.250
56 H -0.266 10.494 3.921
57 H 2.229 9.976 2.226
58 H 1.888 11.407 3.200
59 H 0.927 11.056 1.748
60 H -0.417 4.935 2.232
61 H -1.679 5.004 1.014
62 H -2.026 6.192 3.807
63 H -2.573 4.568 3.350
64 H -3.263 6.006 2.576
65 H 2.918 7.803 0.768
66 H 2.249 8.166 -0.819
67 H 1.869 5.545 0.726
68 H 2.850 5.769 -0.722
69 H 1.083 5.917 -0.801
70 O -4.101 -5.238 0.470
71 P -4.902 -4.796 1.626
72 O -5.442 -3.306 1.351
73 C -6.358 -3.087 0.274
74 C -7.751 -3.607 0.581
75 O -3.814 -4.480 2.784
76 C -2.441 -4.843 2.636
77 C -1.630 -3.683 2.101
78 O -6.019 -5.256 2.695
79 C -6.401 -6.650 2.743
80 C -5.244 -7.543 3.142
81 H -5.969 -3.542 -0.641
82 H -6.393 -2.009 0.117
83 H -7.763 -4.699 0.623
84 H -8.455 -3.293 -0.189
85 H -8.093 -3.241 1.549
86 H -2.335 -5.723 2.001
87 H -2.081 -5.121 3.628
88 H -2.053 -3.284 1.179
89 H -0.598 -3.979 1.908
90 H -1.627 -2.871 2.830
91 H -6.804 -6.951 1.772
92 H -7.207 -6.724 3.471
93 H -4.459 -7.536 2.379
94 H -5.581 -8.572 3.267
95 H -4.795 -7.197 4.072